(1)
This record from the OMol25 dataset describes an isolated molecule of C6H8N4S. The level of theory is the ωB97M-V functional and the def2-TZVPD basis.

Structure (ORCA input):
```
! wB97M-V def2-TZVPD RIJCOSX def2/J DEFGRID3
* xyz 0 1
N -1.031 2.585 -1.652
H 1.653 -1.518 -0.875
H -1.806 -1.278 0.220
N 1.443 0.725 2.943
C -1.576 -0.564 -0.603
C 0.708 0.992 0.982
C -0.131 -0.583 -0.994
C 0.622 1.035 -0.489
N 0.302 0.985 3.324
H 0.431 -2.660 -0.861
C -0.206 2.041 -1.070
H 0.550 -1.833 0.666
H -0.081 -0.728 -2.128
H -2.271 -0.842 -1.465
C 0.758 -1.721 -0.463
S -0.702 1.334 1.984
H 1.529 0.985 -0.991
N 1.721 0.642 1.704
H -1.914 0.401 -0.231
*
```

Computed properties:
Kohn-Sham gap	9.92	eV
E_HOMO	-0.37634	hartree
ΔE to the lowest compared entry with this formula, charge and spin	2.2643	eV

Here are the natural (NBO) charges for atoms 1 to 2, given in e: number 1, N, carries -0.29; number 2, H, carries 0.22

(2)
This record from the OMol25 dataset describes an isolated molecule of C6H8NO3P. The level of theory is the ωB97M-V functional and the def2-TZVPD basis.

Structure (ORCA input):
```
! wB97M-V def2-TZVPD RIJCOSX def2/J DEFGRID3
* xyz 0 1
C -0.586 -0.087 1.775
C -1.231 -0.064 -2.444
C -1.069 -1.259 -1.669
C 3.243 1.237 0.634
O -2.117 0.372 0.155
H -2.221 0.438 -2.262
H -0.577 0.679 -2.114
O -0.606 -1.103 -0.349
H 3.550 1.542 1.621
N -1.088 -0.586 2.817
H -1.937 -1.885 -1.588
H 3.927 1.664 -0.050
C 0.840 0.584 1.802
H -1.191 -0.439 -3.501
H -0.601 -0.425 3.710
P 1.690 0.841 0.175
H -0.264 -1.962 -2.036
O 1.421 0.749 2.891
C -1.182 -0.295 0.432
*
```

Computed properties:
Kohn-Sham gap	7.97	eV
E_HOMO	-0.34780	hartree
ΔE to the lowest compared entry with this formula, charge and spin	3.4583	eV

Here are the natural (NBO) charges for atoms 1 to 2, given in e: number 1, C, carries 0.10; number 2, C, carries -0.66

(3)
This record from the OMol25 dataset describes an isolated ion of composition C6H8NO4S and charge -1. The level of theory is the ωB97M-V functional and the def2-TZVPD basis.

Structure (ORCA input):
```
! wB97M-V def2-TZVPD RIJCOSX def2/J DEFGRID3
* xyz -1 1
H 0.970 -1.166 -1.018
C 0.443 0.876 -0.522
O 3.064 0.251 -1.227
C 1.520 0.738 0.926
H 1.880 0.992 -1.643
C -1.659 0.914 0.499
O 1.119 1.660 -1.355
C -1.764 -0.520 0.412
H 1.068 0.471 1.900
C -0.892 -1.227 -0.337
S 2.945 -0.164 0.279
H -2.368 1.488 0.979
N -0.617 1.609 0.064
O 4.081 0.145 1.054
H -0.873 -2.336 -0.361
H -0.141 -0.356 -2.110
O 2.515 -1.573 0.409
H -2.706 -0.835 0.820
C 0.149 -0.538 -1.126
H 1.692 1.773 1.158
*
```

Computed properties:
Kohn-Sham gap	8.32	eV
E_HOMO	-0.18078	hartree
ΔE to the lowest compared entry with this formula, charge and spin	1.7222	eV

Here are the natural (NBO) charges for atoms 1 to 2, given in e: number 1, H, carries 0.28; number 2, C, carries 0.46

(4)
This record from the OMol25 dataset describes C6H8NdO5S as an isolated structure. The level of theory is the ωB97M-V functional and the def2-TZVPD basis.

Structure (ORCA input):
```
! wB97M-V def2-TZVPD RIJCOSX def2/J DEFGRID3
* xyz 3 4
S -0.111 -1.093 0.643
H -0.291 -3.453 0.983
C 0.019 0.037 2.098
C 0.041 2.767 0.245
H 0.032 -0.520 3.052
H -1.054 -2.573 2.282
H 0.769 -2.702 2.247
O 3.052 1.129 -1.027
O -3.132 1.310 -0.854
O -0.049 3.147 -3.357
H -0.130 -2.558 -3.454
H 0.951 0.614 2.033
O 0.085 3.618 0.900
C -0.170 -2.595 1.657
H -0.133 -2.094 -4.059
C -2.055 1.250 -0.908
C -0.046 2.442 -2.531
C 1.980 1.135 -1.023
H -0.865 0.704 2.119
Nd -0.042 0.994 -0.960
O 1.148 -1.560 -0.084
*
```

Computed properties:
Kohn-Sham gap (spin up / spin down)	6.39 / 6.64	eV
E_HOMO (spin up / spin down)	-0.81619 / -0.81947	hartree
<S²>	3.76

Here are the Mulliken charges for atoms 1 to 2, given in e: number 1, S, carries 0.74; number 2, H, carries 0.42

(5)
This record from the OMol25 dataset describes C6H8O2 as an isolated structure. The level of theory is the ωB97M-V functional and the def2-TZVPD basis.

Structure (ORCA input):
```
! wB97M-V def2-TZVPD RIJCOSX def2/J DEFGRID3
* xyz 0 1
H -0.309 0.714 1.659
H 0.123 2.198 -1.092
C -1.556 -1.373 0.558
H -0.889 2.620 0.280
H 2.866 -0.943 -0.600
C 0.615 -0.934 -0.881
C 1.781 -0.609 -0.348
O -1.343 0.709 -0.704
C -0.583 -0.347 -0.010
H -2.098 -1.851 -0.285
H -2.172 -1.052 1.511
C -0.379 1.685 -0.182
H 0.337 -1.939 -1.426
O 1.655 0.286 0.746
H -0.912 -2.368 0.854
C 0.215 0.689 0.658
*
```

Computed properties:
Kohn-Sham gap	10.21	eV
E_HOMO	-0.34010	hartree
ΔE to the lowest compared entry with this formula, charge and spin	4.0572	eV

Here are the natural (NBO) charges for atoms 1 to 2, given in e: number 1, H, carries 0.20; number 2, H, carries 0.20

(6)
This record from the OMol25 dataset describes an isolated molecule of C6H8O2. The level of theory is the ωB97M-V functional and the def2-TZVPD basis.

Structure (ORCA input):
```
! wB97M-V def2-TZVPD RIJCOSX def2/J DEFGRID3
* xyz 0 1
H 0.264 -1.495 -1.032
O -2.611 0.911 0.514
H 0.884 1.839 0.651
H 1.446 2.523 -1.043
C 1.290 0.291 -0.671
H -1.026 -1.537 1.125
O -2.243 -0.510 -1.129
C -0.710 -0.542 0.686
C 0.458 -0.711 -0.302
C -1.927 0.056 0.034
H -0.495 0.116 1.547
H 2.131 -0.452 1.261
C 1.197 1.614 -0.426
C 1.858 -0.626 0.180
H -3.086 -0.073 -1.328
H 2.569 -1.405 -0.069
*
```

Computed properties:
Kohn-Sham gap	6.14	eV
E_HOMO	-0.26218	hartree
ΔE to the lowest compared entry with this formula, charge and spin	6.1676	eV

Here are the natural (NBO) charges for atoms 1 to 2, given in e: number 1, H, carries 0.25; number 2, O, carries -0.60

(7)
This record from the OMol25 dataset describes an isolated molecule of C6H8O2. The level of theory is the ωB97M-V functional and the def2-TZVPD basis.

Structure (ORCA input):
```
! wB97M-V def2-TZVPD RIJCOSX def2/J DEFGRID3
* xyz 0 1
O -1.825 0.331 -0.396
C -0.124 -0.855 -0.116
C 1.012 1.202 -0.068
H 0.048 0.301 1.835
H -0.294 -0.645 -1.135
C 1.891 -0.049 -0.340
H -1.021 2.092 0.231
C -0.007 0.436 0.765
H 2.041 -0.335 -1.291
H -2.179 -1.561 -0.729
C -0.615 1.231 -0.148
H -2.247 -1.182 1.089
C -1.663 -0.887 0.144
H 2.927 -0.042 0.149
O 1.355 -1.214 0.177
H 1.522 1.970 0.192
*
```

Computed properties:
Kohn-Sham gap	10.70	eV
E_HOMO	-0.35495	hartree
ΔE to the lowest compared entry with this formula, charge and spin	9.0313	eV

Here are the natural (NBO) charges for atoms 1 to 2, given in e: number 1, O, carries -0.53; number 2, C, carries 0.05

(8)
This record from the OMol25 dataset describes C6H8O6P2 as an isolated structure. The level of theory is the ωB97M-V functional and the def2-TZVPD basis.

Structure (ORCA input):
```
! wB97M-V def2-TZVPD RIJCOSX def2/J DEFGRID3
* xyz 0 1
O 0.139 1.816 -0.815
H 1.892 0.464 2.247
H -0.273 -1.465 -2.516
H 1.220 2.198 1.658
O -1.825 0.913 -1.333
O -0.108 -0.811 1.552
O -2.011 -0.798 0.064
H 1.715 -0.892 0.113
H 0.495 1.137 3.036
P -1.061 -1.920 0.780
O -1.279 1.374 1.135
O -0.392 -2.308 -0.665
H 1.513 -0.764 -1.607
C 0.269 0.438 -0.388
C -0.890 -1.459 -1.711
H -1.777 -1.991 -2.089
C -0.003 0.548 1.103
C 1.026 1.138 1.986
P -1.389 2.213 -0.291
C -1.162 -0.151 -0.924
H 2.312 0.538 -0.668
C 1.587 -0.219 -0.669
*
```

Computed properties:
Kohn-Sham gap	10.88	eV
E_HOMO	-0.36970	hartree
ΔE to the lowest compared entry with this formula, charge and spin	0.0000	eV

Here are the natural (NBO) charges for atoms 1 to 2, given in e: number 1, O, carries -0.79; number 2, H, carries 0.25

(9)
This record from the OMol25 dataset describes a 2-piece molecular cluster, C6H8OS overall. The level of theory is the ωB97M-V functional and the def2-TZVPD basis.

Structure (ORCA input):
```
! wB97M-V def2-TZVPD RIJCOSX def2/J DEFGRID3
* xyz 0 1
H -1.115 2.858 -0.351
C -1.501 1.884 -0.138
C -0.943 0.684 -0.036
H 0.688 -2.283 0.786
H -3.780 2.461 -0.021
C 1.676 -0.689 -0.030
C 1.499 -1.650 1.020
O -2.203 -1.464 -0.920
C -3.363 0.533 0.320
S -2.054 -0.670 0.290
H 1.509 -1.164 2.068
C -2.970 1.768 0.102
H 1.829 0.331 0.315
H -4.481 0.388 0.562
H 2.507 -2.297 1.162
H 1.370 -0.978 -0.976
*
```

Computed properties:
Kohn-Sham gap (spin up / spin down)	9.11 / 6.84	eV
E_HOMO (spin up / spin down)	-0.33814 / -0.29992	hartree
ΔE to the lowest compared entry with this formula, charge and spin	7.2770	eV

Here are the natural (NBO) charges for atoms 1 to 2, given in e: number 1, H, carries 0.23; number 2, C, carries -0.35

(10)
This record from the OMol25 dataset describes an isolated molecule of C6H8S. The level of theory is the ωB97M-V functional and the def2-TZVPD basis.

Structure (ORCA input):
```
! wB97M-V def2-TZVPD RIJCOSX def2/J DEFGRID3
* xyz 0 1
C 0.215 1.335 -0.396
H 1.879 1.205 1.145
C 0.986 -0.836 0.619
H 1.000 -1.430 1.503
H 0.118 -0.945 -1.308
H -0.921 0.403 1.113
C 1.381 0.662 0.376
C -0.901 0.392 0.008
H 0.349 1.306 -1.466
H -2.358 -1.181 0.593
S 2.508 -0.531 -0.396
H -2.224 -0.991 -1.245
C -1.775 -0.811 -0.246
H -0.009 2.356 -0.023
C -0.249 -0.936 -0.275
*
```

Computed properties:
Kohn-Sham gap	9.57	eV
E_HOMO	-0.31561	hartree
ΔE to the lowest compared entry with this formula, charge and spin	3.5852	eV

Here are the natural (NBO) charges for atoms 1 to 2, given in e: number 1, C, carries -0.41; number 2, H, carries 0.23

(11)
This record from the OMol25 dataset describes an isolated molecule of C6H8S. The level of theory is the ωB97M-V functional and the def2-TZVPD basis.

Structure (ORCA input):
```
! wB97M-V def2-TZVPD RIJCOSX def2/J DEFGRID3
* xyz 0 1
H 1.391 2.627 0.022
H 1.223 -1.261 0.656
H -1.129 -1.674 -1.289
C -0.926 -0.656 1.201
C -0.255 -1.063 -1.102
C 0.350 -0.801 0.366
H 0.421 -1.371 -1.845
C 1.401 1.626 0.468
H -0.587 -0.169 2.050
H -0.581 1.113 -1.871
H -1.528 -1.505 1.137
H 2.092 1.319 1.260
C -0.561 0.483 -1.095
S -1.909 0.643 0.058
C 0.597 0.690 -0.017
*
```

Computed properties:
Kohn-Sham gap	9.19	eV
E_HOMO	-0.30227	hartree
ΔE to the lowest compared entry with this formula, charge and spin	2.4367	eV

Here are the natural (NBO) charges for atoms 1 to 2, given in e: number 1, H, carries 0.22; number 2, H, carries 0.23

(12)
This record from the OMol25 dataset describes an isolated molecule of C6H8S2. The level of theory is the ωB97M-V functional and the def2-TZVPD basis.

Structure (ORCA input):
```
! wB97M-V def2-TZVPD RIJCOSX def2/J DEFGRID3
* xyz 0 1
S 2.389 -0.520 -0.986
C -0.627 -0.006 -0.517
H 2.319 1.125 0.870
S -3.411 -0.522 -0.489
H -0.594 -1.153 1.358
H 0.325 1.842 -0.992
H -0.485 -0.330 -1.571
C -0.145 -1.200 0.324
C 1.593 0.583 0.267
C 0.258 1.175 -0.157
H 1.926 -1.483 1.180
H -2.289 1.502 -0.038
C -2.099 0.423 -0.258
H -0.147 1.684 0.656
H -0.379 -2.219 -0.093
C 1.367 -0.901 0.447
*
```

Computed properties:
Kohn-Sham gap	8.42	eV
E_HOMO	-0.32346	hartree
ΔE to the lowest compared entry with this formula, charge and spin	1.1754	eV

Here are the natural (NBO) charges for atoms 1 to 2, given in e: number 1, S, carries 0.08; number 2, C, carries -0.32